# 1
An isolated molecule of C5H7Br2P, computed with wB97M-V/def2-TZVPD.

Summary:
Gap between HOMO and LUMO   7.98 eV
LUMO energy   0.0038 Eh
HOMO energy   -7.879 eV
Charge   0
SMILES   C=CP/C(Br)=C(/C)Br

Last columns: bonded neighbours and bond lengths (Å).
CARTESIAN COORDINATES (ANGSTROEM)
1 Br -0.502 -0.321 2.636  C4 1.987
2 Br -1.614 -0.955 -2.035  C5 1.990
3 P 1.081 -1.737 0.021  C4 1.898, C7 1.906, H14 1.436
4 C -0.437 -0.836 0.718  Br1 1.987, P3 1.898, C5 1.409
5 C -1.533 -0.498 -0.101  Br2 1.990, C4 1.409, C8 1.602
6 C 2.251 0.894 0.069  C7 1.406, H9 1.136, H10 1.127
7 C 2.446 -0.447 -0.306  P3 1.906, C6 1.406, H13 1.130
8 C -2.786 0.301 0.497  C5 1.602, H11 1.128, H12 1.142, H15 1.138
9 H 2.557 1.717 -0.653  C6 1.136
10 H 1.758 1.224 1.026  C6 1.127
11 H -3.441 -0.341 1.154  C8 1.128
12 H -3.362 0.725 -0.392  C8 1.142
13 H 3.394 -0.766 -0.833  C7 1.130
14 H 0.796 -2.247 -1.290  P3 1.436
15 H -2.425 1.209 1.079  C8 1.138

natural (NBO) population analysis, charges in e, atoms 1 to 6:
1 Br 0.075
2 Br 0.055
3 P 0.483
4 C -0.410
5 C -0.058
6 C -0.406

# 2
A cluster of 2 separate species, CH3NO2P in total, computed with wB97M-V/def2-TZVPD.

Summary:
Gap between HOMO and LUMO (alpha / beta)   7.11 / 7.12 eV
LUMO energy (alpha / beta)   0.1441 / 0.1441 Eh
HOMO energy (alpha / beta)   -3.189 / -3.195 eV
Charge   -1

Last columns: bonded neighbours and bond lengths (Å).
CARTESIAN COORDINATES (ANGSTROEM)
1 P 0.347 1.986 -0.998  O2 1.505, O3 1.698, C5 1.897
2 O 1.798 1.796 -1.355  P1 1.505
3 O 0.113 2.255 0.662  P1 1.698, H8 0.929
4 N -1.126 -0.446 -1.624  C5 1.227, H6 1.047
5 C -0.391 0.241 -0.921  P1 1.897, N4 1.227
6 H -1.777 -1.233 -1.395  N4 1.047
7 H 0.505 -0.626 0.984  no bonds
8 H 0.266 1.375 0.919  O3 0.929

natural (NBO) population analysis, charges in e, atoms 1 to 6:
1 P 1.337
2 O -1.133
3 O -1.022
4 N -0.726
5 C 0.153
6 H 0.405

# 3
An isolated molecule of C6H10, computed with wB97M-V/def2-TZVPD.

Summary:
Gap between HOMO and LUMO   9.34 eV
LUMO energy   0.0377 Eh
HOMO energy   -8.319 eV
Charge   0
SMILES   C=C=CC(C)C

Last columns: bonded neighbours and bond lengths (Å).
CARTESIAN COORDINATES (ANGSTROEM)
1 C -0.846 0.496 1.016  C3 1.280, C6 1.703, H12 1.111
2 C 0.804 -1.099 2.095  C3 1.291, H9 1.068, H13 1.083
3 C -0.095 -0.242 1.744  C1 1.280, C2 1.291
4 C 0.742 1.357 -0.849  C6 1.512, H7 1.097, H8 1.100, H16 1.086
5 C -0.897 -0.625 -1.288  C6 1.499, H10 1.086, H11 1.094, H14 1.098
6 C 0.048 0.099 -0.378  C1 1.703, C4 1.512, C5 1.499, H15 1.113
7 H 1.207 1.229 -1.833  C4 1.097
8 H 1.536 1.641 -0.142  C4 1.100
9 H 0.451 -2.017 2.511  C2 1.068
10 H -1.778 0.003 -1.378  C5 1.086
11 H -0.460 -0.857 -2.264  C5 1.094
12 H -1.423 1.280 1.551  C1 1.111
13 H 1.824 -0.943 1.765  C2 1.083
14 H -1.184 -1.567 -0.801  C5 1.098
15 H 0.881 -0.618 -0.206  C6 1.113
16 H 0.000 2.149 -0.879  C4 1.086

natural (NBO) population analysis, charges in e, atoms 1 to 6:
1 C -0.379
2 C -0.592
3 C 0.154
4 C -0.620
5 C -0.615
6 C -0.120

How do the records compare in energy? In the order shown, they have -154668.2521 -15957.8449 -6380.2250 eV.
How do the records compare in energy relative to the best compared isomer or geometry (same formula, charge and spin)? In the order shown, they have 1.883 3.058 3.634 eV.